1.
Formula: C15H39AlN3O4
Source: the Open Molecules 2025 dataset
Level of theory: the ωB97M-V functional and the def2-TZVPD basis

Each line ends with the Löwdin charge.
Positions of all 62 atoms, in Å:
C  0.17212  -2.49476  6.00199  -0.095
C  -0.19123  -1.01833  5.60145  -0.534
N  0.61740  -0.34245  4.84046  0.060
C  -1.56176  -0.48534  6.13415  -0.301
Al  -3.00230  -1.46244  4.98270  0.140
H  -0.70618  -3.13418  5.67398  0.042
H  1.07926  -2.90458  5.48953  0.062
H  0.20397  -2.60526  7.12641  0.074
H  1.43301  -0.94668  4.64776  0.021
H  -1.61457  -0.77957  7.21925  0.036
H  -1.63643  0.63751  6.01809  0.042
H  -4.32298  -0.59097  4.80033  -0.176
H  -3.24076  -2.90440  5.63905  -0.159
H  -2.27057  -1.72937  3.56331  -0.143
C  1.09119  0.02253  1.01254  -0.100
O  0.84795  1.42108  1.01896  -0.195
C  1.32228  2.07531  2.19278  -0.208
C  2.53740  2.94428  1.87788  -0.212
N  3.70918  2.12998  1.55898  -0.051
C  4.81743  2.87890  0.96912  -0.205
C  4.57123  3.59477  -0.36498  -0.229
O  4.37521  2.72218  -1.47140  -0.185
C  3.05364  2.22125  -1.60670  -0.104
H  0.51436  -0.41311  0.19654  0.070
H  2.15104  -0.19406  0.83644  0.073
H  0.76721  -0.43987  1.94904  0.080
H  1.53024  1.36772  3.00107  0.097
H  0.51337  2.72888  2.53179  0.122
H  2.76322  3.57297  2.74458  0.119
H  2.26311  3.59776  1.04140  0.095
H  3.43665  1.40800  0.90452  0.063
H  5.63192  2.16372  0.81715  0.115
H  5.17562  3.60926  1.70341  0.113
H  5.47939  4.16037  -0.59913  0.115
H  3.76649  4.33573  -0.30887  0.107
H  2.30063  2.93928  -1.27529  0.090
H  2.94581  1.27822  -1.06684  0.073
H  2.88389  2.00620  -2.66383  0.080
C  -4.56636  -2.85663  -3.72303  -0.111
O  -3.45968  -2.94779  -4.60562  -0.196
C  -3.42694  -1.92137  -5.59392  -0.215
C  -2.29862  -0.93101  -5.31890  -0.215
N  -2.57538  -0.12067  -4.13579  -0.053
C  -1.42482  0.64027  -3.64512  -0.192
C  -0.18495  -0.14113  -3.19377  -0.214
O  -0.37350  -0.90437  -2.01110  -0.191
C  -0.97929  -2.17103  -2.21038  -0.088
H  -4.61984  -3.78668  -3.15646  0.090
H  -4.44301  -2.03275  -3.01486  0.077
H  -5.50375  -2.73518  -4.27346  0.085
H  -4.39235  -1.41288  -5.68866  0.119
H  -3.22183  -2.41673  -6.54810  0.117
H  -2.18204  -0.27199  -6.18476  0.120
H  -1.37666  -1.51125  -5.20253  0.100
H  -2.88860  -0.72796  -3.38966  0.065
H  -1.77869  1.22369  -2.79044  0.123
H  -1.12931  1.36156  -4.41528  0.115
H  0.58528  0.59569  -2.94374  0.110
H  0.24398  -0.75995  -3.99019  0.110
H  -0.70312  -2.61830  -3.16821  0.087
H  -2.06520  -2.09159  -2.12307  0.073
H  -0.64279  -2.83248  -1.41059  0.093

The calculation puts the calculated total energy at -1302.473533 a.u. The HOMO-LUMO gap is 7.32 eV. Its total charge is -1. Its HOMO energy is -4.89 eV.



2.
Formula: C19H28N8O2
Source: the Open Molecules 2025 dataset
Level of theory: the ωB97M-V functional and the def2-TZVPD basis

Each line ends with the Löwdin charge.
Positions of all 57 atoms, in Å:
C  4.93036  -0.13376  -0.74986  -0.042
C  4.39216  0.49525  0.50396  -0.259
C  5.16868  0.61660  1.65030  -0.119
N  4.75145  1.17410  2.78632  0.075
C  3.50890  1.64274  2.81835  -0.096
C  2.63125  1.55853  1.74109  -0.109
C  1.22460  2.05248  1.94327  -0.442
O  0.93752  2.77526  2.88576  0.059
N  0.31620  1.61315  1.04490  0.102
C  -1.11308  1.80723  1.26027  -0.371
C  -1.58625  3.13895  0.69715  -0.045
C  -1.84031  0.62226  0.62803  -0.130
C  -1.43367  -0.71695  1.26119  -0.150
N  -1.18241  -1.77044  0.28868  0.097
C  -0.11120  -1.74268  -0.51609  -0.452
O  0.63399  -0.76999  -0.63078  0.031
C  0.12904  -2.99390  -1.34867  -0.219
C  -0.48474  -2.86229  -2.76272  -0.104
C  -1.59246  -3.92004  -2.79365  -0.159
C  -1.04661  -4.98344  -1.85662  -0.184
N  -0.49372  -4.18666  -0.76600  -0.139
C  0.37434  -4.93107  0.13606  -0.125
C  0.75584  -4.09672  1.31193  -0.366
N  -0.04148  -3.88596  2.37785  0.076
N  0.58524  -3.02920  3.13539  0.065
N  1.71104  -2.74711  2.52502  -0.227
C  2.69940  -1.83882  3.07765  0.016
N  1.87193  -3.38940  1.38424  0.183
C  3.09120  0.97992  0.56724  0.018
H  5.18020  0.62732  -1.49147  0.085
H  5.83267  -0.70944  -0.54556  0.076
H  4.19008  -0.79928  -1.19518  0.079
H  6.18682  0.23783  1.65215  0.113
H  3.16873  2.09972  3.73961  0.120
H  0.57251  0.86944  0.40309  0.082
H  -1.27889  1.80984  2.34239  0.147
H  -2.64499  3.29349  0.91291  0.079
H  -1.02041  3.95490  1.14460  0.079
H  -1.44498  3.16680  -0.38539  0.083
H  -2.91732  0.77555  0.71142  0.117
H  -1.60509  0.60268  -0.43908  0.118
H  -0.52957  -0.57702  1.85987  0.112
H  -2.20455  -1.08100  1.93777  0.126
H  -1.61197  -2.67808  0.39880  0.129
H  1.21925  -3.09071  -1.41187  0.149
H  -0.84361  -1.85349  -2.96118  0.117
H  0.27493  -3.09071  -3.50995  0.115
H  -2.52222  -3.51830  -2.38744  0.113
H  -1.79086  -4.29483  -3.79635  0.110
H  -1.80329  -5.67173  -1.47807  0.123
H  -0.26624  -5.57644  -2.36127  0.125
H  -0.16686  -5.80953  0.48843  0.127
H  1.29073  -5.26798  -0.37015  0.128
H  3.14106  -1.27550  2.26079  0.067
H  2.19050  -1.17203  3.76671  0.094
H  3.46829  -2.40185  3.60264  0.095
H  2.45393  0.88457  -0.30311  0.113

The calculation puts the calculated total energy at -1329.382342 a.u. The HOMO-LUMO gap is 10.00 eV. As for the structure (SMILES): Cc1cncc(C(=O)N[C@@H](C)CCNC(=O)[C@@H]2CCCN2Cc2nnn(C)n2)c1. Its total charge is 0. Its HOMO energy is -9.32 eV.



3.
Formula: C32H25Co2N4O6
Source: the Open Molecules 2025 dataset
Level of theory: the ωB97M-V functional and the def2-TZVPD basis

Each line ends with the Löwdin charge.
Positions of all 69 atoms, in Å:
N  0.50473  2.77739  -1.64218  0.260
N  0.84007  1.96813  -0.90072  -0.168
N  1.15203  0.94714  -0.26484  0.122
C  1.70394  1.19510  1.06729  -0.316
C  3.22454  1.30232  0.92155  -0.198
C  3.98606  1.77717  1.99654  -0.036
C  5.38224  1.78364  1.90626  -0.079
C  6.01101  1.31810  0.74606  -0.096
C  5.24671  0.84646  -0.32581  -0.069
C  3.85009  0.85059  -0.24103  -0.031
C  1.12344  2.49095  1.61552  -0.180
C  1.66091  3.71156  1.18792  -0.047
C  1.24159  4.90720  1.77648  -0.067
C  0.22668  4.89922  2.74060  -0.087
C  -0.34460  3.68820  3.12946  -0.070
C  0.10245  2.48621  2.56445  -0.039
C  1.39950  -0.04823  1.93079  -0.249
C  2.34166  -1.23584  1.72617  -0.125
C  1.61962  -2.38202  2.44308  -0.148
C  0.14972  -1.98013  2.52528  -0.161
N  0.06297  -0.68497  1.78411  -0.092
H  3.48146  2.14008  2.89688  0.127
H  5.96852  2.15644  2.74892  0.100
H  7.10068  1.29394  0.68594  0.097
H  5.71081  0.47148  -1.24094  0.105
H  3.25279  0.47441  -1.07908  0.121
H  2.46482  3.73720  0.44455  0.123
H  1.72015  5.84050  1.47949  0.103
H  -0.11753  5.83063  3.18770  0.099
H  -1.13540  3.64590  3.88446  0.108
H  -0.32397  1.53218  2.89356  0.103
H  1.49268  0.24892  2.99761  0.155
H  2.45781  -1.45305  0.65153  0.123
H  3.33377  -1.02346  2.14294  0.119
H  1.73482  -3.34304  1.91843  0.117
H  2.00468  -2.49900  3.46932  0.107
H  -0.50359  -2.74931  2.11301  0.095
H  -0.15952  -1.83653  3.57694  0.119
H  -0.65410  -0.10760  2.24293  0.085
O  -2.06714  2.81865  0.13839  0.090
C  -1.95009  1.66776  0.24504  -0.127
Co  -2.15235  -0.06182  0.48503  0.125
C  -1.97730  -1.83098  0.54205  -0.352
O  -2.12514  -3.00004  0.68118  0.067
C  -3.75710  -0.26353  1.18555  -0.082
O  -4.77685  -0.43523  1.71580  0.109
C  -2.01410  -1.76083  -2.54196  -0.202
C  -3.32765  -1.35357  -2.97293  -0.212
C  -4.47426  -1.89515  -2.34913  -0.036
C  -5.73968  -1.62836  -2.86051  -0.106
C  -5.88685  -0.78446  -3.97110  -0.122
C  -4.75083  -0.23344  -4.58677  -0.108
C  -3.48129  -0.50564  -4.08780  -0.045
C  -1.07305  -1.71952  -1.61992  -0.176
C  -0.77322  -1.17107  -0.24430  -0.267
Co  -0.76271  -3.03783  -2.82356  0.026
C  -1.55876  -4.62498  -2.64843  -0.155
O  -2.06993  -5.66729  -2.66203  0.061
C  0.91107  -3.32216  -2.39459  -0.185
O  2.02119  -3.56534  -2.16415  0.050
C  -0.83439  -3.07438  -4.56527  -0.191
O  -0.89212  -3.15319  -5.71983  0.066
H  -4.34813  -2.54634  -1.47842  0.116
H  -6.61763  -2.07623  -2.38662  0.095
H  -6.88041  -0.56596  -4.36641  0.085
H  -4.85566  0.41536  -5.45733  0.091
H  -2.57928  -0.09267  -4.54854  0.115
H  0.24012  -1.48179  -0.00049  0.106
H  -0.76067  -0.02787  -0.24413  0.034

The calculation puts the calculated total energy at -4670.196332 a.u. The HOMO-LUMO gap is 4.95 eV. Its total charge is -1. Its HOMO energy is -2.76 eV.



4.
Formula: C21H29Br2MnN2O5
Source: the Open Molecules 2025 dataset
Level of theory: the ωB97M-V functional and the def2-TZVPD basis

Each line ends with the Löwdin charge.
Positions of all 60 atoms, in Å:
Mn  -0.43037  0.59851  -0.21675  1.074
C  -2.27782  -2.22637  -0.70134  -0.032
O  -1.78726  -0.98910  -1.23513  -0.273
C  -2.59850  -0.47430  -2.28654  -0.153
C  -1.91752  0.77052  -2.77355  -0.110
O  -1.63920  1.55409  -1.58457  -0.237
C  -1.19677  2.91280  -1.83925  -0.104
C  -1.06573  3.55614  -0.49174  -0.142
O  -0.18546  2.71481  0.25810  -0.262
C  0.19582  3.26295  1.53498  -0.007
H  -2.21919  -3.00577  -1.46087  0.108
H  -3.31171  -2.11294  -0.37058  0.104
H  -1.65041  -2.48921  0.14649  0.098
H  -3.59923  -0.25568  -1.90205  0.140
H  -2.68952  -1.19436  -3.10305  0.152
H  -2.55996  1.34248  -3.44118  0.152
H  -0.97307  0.54860  -3.27047  0.137
H  -1.93354  3.42214  -2.45884  0.153
H  -0.23783  2.87643  -2.36026  0.149
H  -2.03199  3.62106  0.01554  0.147
H  -0.64757  4.55913  -0.59140  0.153
H  0.63460  4.24801  1.38564  0.111
H  0.93539  2.59338  1.96350  0.098
H  -0.67832  3.33427  2.18456  0.110
Br  2.72045  -0.56274  3.36674  0.872
C  0.87424  -0.27308  3.48184  -0.594
C  0.21654  -0.33611  4.73942  -0.121
C  -1.13022  -0.14145  4.84336  -0.614
Br  -1.95189  -0.23748  6.52564  0.877
C  -1.90736  0.13671  3.68384  -0.163
C  -3.30062  0.34935  3.63376  0.029
C  -3.91241  0.61387  2.43315  0.000
C  -3.14394  0.68132  1.26513  -0.069
N  -1.83984  0.48682  1.27778  0.052
C  -1.22121  0.20175  2.46460  -0.149
C  0.15441  -0.01499  2.35825  -0.354
O  0.67256  0.04335  1.09299  -0.190
H  0.80320  -0.54526  5.62350  0.113
H  -3.87954  0.30231  4.54719  0.105
H  -4.97877  0.77872  2.37424  0.126
H  -3.59706  0.91316  0.30842  0.125
O  0.88410  0.20009  -1.54173  -0.074
C  1.68356  -0.76744  -1.79826  -0.372
C  1.62097  -2.06026  -1.03546  -0.071
C  2.96883  -2.64335  -0.53258  -0.153
C  4.16359  -1.69841  -0.66976  -0.186
C  4.69600  -1.64271  -2.10400  -0.160
C  3.57045  -1.59484  -3.13093  -0.126
N  2.54654  -0.60060  -2.76568  0.139
H  1.10242  -2.77290  -1.68649  0.143
H  0.96682  -1.87282  -0.19037  0.092
H  3.18309  -3.57695  -1.05501  0.122
H  2.83201  -2.90515  0.51551  0.111
H  4.96269  -2.02566  -0.00586  0.122
H  3.88449  -0.69687  -0.32570  0.116
H  5.28607  -2.53632  -2.31656  0.127
H  5.36103  -0.78713  -2.22976  0.121
H  3.07659  -2.56196  -3.22112  0.128
H  3.93325  -1.32946  -4.12061  0.134
H  2.56415  0.30891  -3.20668  0.175

The calculation puts the calculated total energy at -7601.906352 a.u. As for the expectation value of S²: 6.047. The HOMO-LUMO gap (spin up / spin down) is 6.48 / 7.35 eV. Its spin multiplicity is 5. Its total charge is +2. Its HOMO energy (spin up / spin down) is -13.69 / -13.80 eV.



5.
Formula: C19H17ClF2N2O3
Source: the Open Molecules 2025 dataset
Level of theory: the ωB97M-V functional and the def2-TZVPD basis

Each line ends with the Löwdin charge.
Positions of all 44 atoms, in Å:
O  -2.26129  -2.69590  -1.98171  0.061
C  -1.24702  -2.55283  -1.32278  -0.461
N  -0.22022  -3.43386  -1.35530  0.080
C  -0.17708  -4.55337  -2.26115  -0.114
C  0.81772  -4.29603  -3.40732  -0.305
C  0.34594  -3.20099  -4.37565  -0.119
C  1.63263  -2.43951  -4.68465  -0.150
C  2.38107  -2.57644  -3.36167  -0.204
O  2.07041  -3.86807  -2.87376  -0.110
C  -1.05046  -1.38489  -0.41419  -0.136
C  -0.23265  -1.41266  0.71112  -0.014
C  -0.09882  -0.29829  1.51746  0.005
C  -0.78589  0.87169  1.20591  -0.208
N  -0.68587  2.03846  1.97108  0.141
C  0.04982  2.25959  3.09595  -0.449
O  0.76952  1.45478  3.63729  0.075
C  -0.10591  3.66903  3.60559  -0.156
C  0.10359  4.74369  2.74846  0.053
C  0.03417  6.04061  3.22147  -0.198
F  0.24213  7.06196  2.37860  0.097
C  -0.25367  6.27775  4.56213  -0.200
F  -0.32748  7.53039  5.02520  0.104
C  -0.46802  5.22011  5.42583  -0.008
C  -0.38699  3.91824  4.94984  -0.595
Cl  -0.67421  2.61773  6.03130  0.761
C  -1.61984  0.90018  0.08836  -0.012
C  -1.75267  -0.21781  -0.70592  -0.010
H  0.65774  -3.20374  -0.91744  0.129
H  0.13090  -5.44503  -1.70772  0.125
H  -1.18116  -4.69691  -2.66448  0.129
H  0.99191  -5.24337  -3.93563  0.147
H  -0.12293  -3.62181  -5.26153  0.119
H  -0.37308  -2.55003  -3.87787  0.107
H  1.46179  -1.40195  -4.96065  0.112
H  2.18792  -2.93631  -5.48088  0.114
H  3.46623  -2.51074  -3.46071  0.121
H  2.04264  -1.80849  -2.64856  0.117
H  0.28852  -2.31637  0.99023  0.115
H  0.53150  -0.33094  2.38987  0.102
H  -1.26873  2.80004  1.64971  0.143
H  0.35125  4.58456  1.70983  0.137
H  -0.69257  5.41612  6.46158  0.125
H  -2.16627  1.80194  -0.15098  0.112
H  -2.40456  -0.21052  -1.56624  0.120

The calculation puts the calculated total energy at -1729.421858 a.u. The HOMO-LUMO gap is 9.12 eV. As for the structure (SMILES): O=C(NC[C@H]1CCCO1)c1ccc(NC(=O)c2cc(F)c(F)cc2Cl)cc1. Its total charge is 0. Its HOMO energy is -8.92 eV.



6.
Formula: C7H10
Source: the Open Molecules 2025 dataset
Level of theory: the ωB97M-V functional and the def2-TZVPD basis

Each line ends with the Löwdin charge.
Positions of all 17 atoms, in Å:
C  0.38999  -0.43757  1.63271  -0.120
C  0.86205  -0.24882  0.21186  -0.156
C  0.06058  -1.80751  -0.75802  0.034
C  0.11695  -0.38542  -1.06325  -0.458
C  -1.03533  0.58818  -1.00628  -0.141
C  -0.39621  1.64212  -0.20221  -0.186
C  -0.00951  2.66138  0.30955  0.132
H  0.95641  -1.29828  1.99470  0.071
H  0.60234  0.40099  2.31389  0.076
H  -0.67577  -0.67062  1.69910  0.078
H  1.87960  0.16273  0.16487  0.122
H  0.58201  -2.56192  -1.35178  0.061
H  -0.79264  -2.20261  -0.19551  0.073
H  0.80791  -0.20289  -1.88703  0.146
H  -1.89439  0.16491  -0.47438  0.123
H  -1.38276  0.97877  -1.96537  0.117
H  0.38752  3.51753  0.79400  0.027

The calculation puts the calculated total energy at -272.527588 a.u. The HOMO-LUMO gap is 8.81 eV. Its total charge is 0. Its HOMO energy is -7.70 eV.